Entry 1:
Here is a cluster of 8 separate species, C44H55F22NO16 in total from OMol25. Energies are from wB97M-V/def2-TZVPD.

Structure (ORCA input):
```
! RIJCOSX wB97M-V def2-TZVPD def2/J DEFGRID3
* xyz 0 1
C -0.903 5.479 -1.106
C -1.747 4.672 -2.303
C -3.371 4.702 -2.076
C -4.134 3.287 -2.510
C -3.449 2.763 -3.905
N -4.190 2.263 -1.398
C -4.274 0.801 -1.776
O -5.343 0.033 -2.108
C -2.709 0.333 -1.645
C -1.863 -0.916 -2.288
C -0.236 -0.965 -1.902
C 0.494 0.173 -0.929
C 2.120 0.137 -0.596
C 2.858 0.929 -1.855
C 3.866 2.151 -1.318
F 3.991 3.186 -2.398
C -0.409 1.405 -0.250
C -1.999 1.426 -0.650
C -3.235 2.420 -0.235
O -3.436 3.179 0.848
H -0.783 6.592 -1.451
H 0.186 5.042 -0.965
H -1.435 5.419 -0.064
H -1.279 3.576 -2.303
H -1.416 5.164 -3.320
H -3.815 5.523 -2.819
H -3.695 5.067 -0.993
H -5.263 3.608 -2.724
H -3.278 3.722 -4.580
H -2.400 2.282 -3.652
H -4.071 1.962 -4.492
H -2.395 -1.695 -2.980
H 0.356 -1.883 -2.383
H 2.337 0.783 0.360
H 2.426 -0.989 -0.503
H 3.529 0.227 -2.518
H 2.092 1.454 -2.586
H 4.910 1.689 -1.060
H 3.391 2.727 -0.392
H 0.036 2.232 0.453
C 2.974 -6.344 0.098
C 2.754 -5.719 1.463
O 3.908 -4.965 1.863
C 3.994 -3.687 1.375
O 3.156 -3.180 0.633
C 5.239 -2.986 1.917
F 6.347 -3.780 1.887
F 5.084 -2.599 3.216
F 5.563 -1.860 1.220
H 3.890 -6.943 0.093
H 2.130 -6.983 -0.176
H 3.092 -5.576 -0.672
H 2.616 -6.509 2.209
H 1.851 -5.097 1.482
C 6.421 -4.076 5.375
C 5.369 -4.515 6.376
O 5.477 -5.922 6.635
C 6.412 -6.295 7.567
O 7.135 -5.502 8.164
C 6.386 -7.808 7.780
F 6.306 -8.504 6.610
F 5.317 -8.202 8.530
F 7.494 -8.275 8.422
H 6.358 -4.678 4.462
H 6.292 -3.022 5.114
H 7.429 -4.213 5.777
H 4.371 -4.345 5.957
H 5.430 -3.937 7.305
C -0.802 0.329 4.318
C 0.612 -0.194 4.150
O 0.758 -1.465 4.802
C 0.347 -2.561 4.089
O -0.127 -2.502 2.957
C 0.605 -3.844 4.877
F 0.247 -3.738 6.190
F 1.923 -4.194 4.870
F -0.077 -4.918 4.387
H -1.075 0.367 5.378
H -0.897 1.332 3.892
H -1.527 -0.327 3.827
H 1.316 0.493 4.631
H 0.896 -0.259 3.094
C 3.006 7.798 -7.415
C 2.673 6.995 -6.171
O 1.597 7.611 -5.448
C 0.330 7.320 -5.886
O 0.088 6.582 -6.837
C -0.714 7.999 -5.001
F -0.398 9.293 -4.709
F -0.861 7.365 -3.802
F -1.954 8.032 -5.567
H 3.217 8.840 -7.155
H 3.876 7.376 -7.926
H 2.164 7.808 -8.114
H 3.539 6.981 -5.501
H 2.437 5.952 -6.414
C -1.855 9.630 -1.410
C -0.470 9.977 -0.896
O -0.538 11.069 0.033
C -0.855 10.742 1.327
O -1.078 9.596 1.708
C -0.844 11.986 2.214
F -1.461 13.055 1.633
F 0.424 12.395 2.510
F -1.470 11.795 3.410
H -2.340 10.514 -1.836
H -1.799 8.852 -2.177
H -2.498 9.273 -0.600
H 0.158 10.308 -1.730
H 0.024 9.108 -0.447
C -5.144 -6.356 -3.945
C -3.753 -6.817 -4.340
O -3.207 -5.957 -5.351
C -2.617 -4.802 -4.908
O -2.542 -4.483 -3.724
C -2.037 -4.010 -6.079
F -2.883 -3.951 -7.147
F -0.877 -4.556 -6.543
F -1.747 -2.717 -5.757
H -5.789 -6.282 -4.826
H -5.595 -7.053 -3.233
H -5.114 -5.363 -3.487
H -3.809 -7.821 -4.773
H -3.086 -6.878 -3.472
C -2.527 -5.901 3.100
C -2.805 -7.256 3.726
O -4.197 -7.381 4.055
C -5.027 -7.765 3.033
O -4.643 -7.995 1.889
C -6.464 -7.907 3.532
F -6.846 -6.878 4.342
F -6.645 -9.048 4.258
F -7.378 -7.951 2.522
H -2.879 -5.096 3.754
H -1.457 -5.770 2.921
H -3.055 -5.791 2.148
H -2.247 -7.348 4.663
H -2.479 -8.075 3.075
*
```

Its highest occupied orbital energy is -8.84 eV. Its maximum force is 9.26 eV Å⁻¹. For the LUMO energy, the calculation gives -1.16 eV. As for the SMILES: CCC[C@@H](C)N1C(=O)c2ccc(CCCF)cc2C1=O.CCOC(=O)C(F)(F)F.CCOC(=O)C(F)(F)F.CCOC(=O)C(F)(F)F.CCOC(=O)C(F)(F)F.CCOC(=O)C(F)(F)F.CCOC(=O)C(F)(F)F.CCOC(=O)C(F)(F)F. The HOMO-LUMO gap comes out at 7.69 eV.

Entry 2:
Here is a structure of composition C44H57BrMoN3O2Se from OMol25. Energies are from wB97M-V/def2-TZVPD.

Structure (ORCA input):
```
! RIJCOSX wB97M-V def2-TZVPD def2/J DEFGRID3
* xyz 1 1
Mo -1.573 -1.333 -0.077
C 1.650 5.451 0.648
C 0.293 5.439 1.364
C 0.496 5.938 2.793
C -0.671 6.389 0.643
C -0.279 4.021 1.325
C -0.469 3.395 0.096
C -0.925 2.091 0.052
Se -1.242 1.216 -1.605
C 0.538 0.700 -1.997
C 1.437 1.631 -2.488
C 2.756 1.259 -2.701
C 3.092 -0.062 -2.433
C 2.220 -1.053 -1.973
C 0.906 -0.617 -1.742
O -0.076 -1.454 -1.269
C 2.837 -2.454 -1.797
C 1.880 -3.573 -1.390
C 3.933 -2.363 -0.726
C 3.468 -2.871 -3.133
C 3.821 2.230 -3.205
C 4.417 1.695 -4.512
C 4.928 2.349 -2.149
C 3.245 3.620 -3.465
C -1.234 1.409 1.228
O -1.697 0.131 1.078
C -1.174 2.027 2.476
C -0.654 3.327 2.470
C -1.687 1.375 3.763
C -1.583 2.333 4.952
C -3.170 1.013 3.589
C -0.883 0.116 4.102
H 2.084 6.451 0.689
H 1.556 5.177 -0.403
H 2.350 4.758 1.117
H 0.942 6.932 2.770
H 1.165 5.289 3.359
H -0.447 6.017 3.336
H -0.287 7.410 0.675
H -1.656 6.382 1.112
H -0.796 6.117 -0.406
H -0.251 3.919 -0.825
H 1.103 2.638 -2.689
H 4.117 -0.361 -2.607
H 1.409 -3.393 -0.427
H 2.458 -4.496 -1.315
H 1.104 -3.728 -2.133
H 3.515 -2.062 0.235
H 4.715 -1.653 -0.992
H 4.400 -3.341 -0.599
H 2.718 -2.913 -3.924
H 3.911 -3.862 -3.032
H 4.255 -2.190 -3.453
H 4.888 0.721 -4.375
H 5.181 2.380 -4.882
H 3.651 1.594 -5.282
H 5.399 1.387 -1.949
H 4.532 2.734 -1.208
H 5.702 3.033 -2.498
H 2.461 3.603 -4.224
H 4.036 4.277 -3.828
H 2.839 4.071 -2.558
H -0.554 3.826 3.419
H -2.133 3.260 4.787
H -0.548 2.584 5.191
H -2.011 1.848 5.829
H -3.765 1.905 3.385
H -3.544 0.564 4.510
H -3.324 0.302 2.779
H 0.189 0.320 4.101
H -1.078 -0.692 3.399
H -1.158 -0.232 5.099
N 2.700 -4.105 5.356
C 1.992 -3.711 4.543
C 1.098 -3.222 3.523
C 1.483 -2.158 2.711
C 0.622 -1.701 1.732
C -0.624 -2.318 1.544
C -1.014 -3.349 2.385
C -0.152 -3.808 3.374
H 2.446 -1.688 2.862
H 0.929 -0.843 1.138
H -2.003 -3.784 2.327
H -0.454 -4.610 4.034
C -5.036 -0.381 -1.174
C -4.645 -1.753 -0.631
C -5.421 -2.084 0.644
C -4.823 -2.838 -1.685
N -3.239 -1.654 -0.235
H -6.108 -0.372 -1.370
H -4.512 -0.166 -2.105
H -4.811 0.404 -0.453
H -6.486 -2.126 0.413
H -5.261 -1.327 1.411
H -5.119 -3.052 1.044
H -5.881 -2.903 -1.942
H -4.509 -3.814 -1.317
H -4.267 -2.605 -2.593
Br -2.544 -7.403 -0.303
C -2.132 -5.841 -1.255
C -2.037 -5.840 -2.635
C -1.730 -4.646 -3.265
C -1.521 -3.515 -2.496
N -1.621 -3.521 -1.163
C -1.930 -4.662 -0.554
H -2.200 -6.748 -3.199
H -1.646 -4.588 -4.340
H -1.256 -2.572 -2.953
H -2.019 -4.647 0.521
*
```

Its highest occupied orbital energy is -11.01 eV. Its maximum force is 0.71 eV Å⁻¹. For the LUMO energy, the calculation gives -4.41 eV. The HOMO-LUMO gap comes out at 6.60 eV.

Entry 3:
Here is a structure of composition C44H57N2O4Pt from OMol25. Energies are from wB97M-V/def2-TZVPD.

Structure (ORCA input):
```
! RIJCOSX wB97M-V def2-TZVPD def2/J DEFGRID3
* xyz 1 5
Pt -0.286 -0.133 0.076
C 4.823 2.744 4.287
C 3.493 2.797 5.043
C 3.227 4.254 5.454
C 3.600 1.919 6.303
C 2.339 2.257 4.215
C 2.548 1.507 3.078
C 1.463 0.960 2.386
N 1.555 0.139 1.316
C 2.665 -0.562 0.931
C 3.673 -0.991 1.771
C 4.807 -1.629 1.263
C 4.932 -1.779 -0.134
C 3.937 -1.453 -1.023
C 2.700 -0.928 -0.477
O 1.654 -0.771 -1.164
C 4.111 -1.612 -2.529
C 3.894 -0.233 -3.184
C 5.522 -2.092 -2.876
C 3.116 -2.635 -3.113
C 5.855 -2.144 2.233
C 7.069 -2.748 1.523
C 5.203 -3.236 3.100
C 6.336 -0.995 3.134
C 0.107 1.320 2.752
O -0.837 0.971 1.968
C -0.106 2.056 3.974
C 1.006 2.473 4.655
C -1.515 2.394 4.454
C -2.353 1.114 4.626
C -1.488 3.109 5.806
C -2.188 3.322 3.425
H 5.607 3.180 4.907
H 4.770 3.313 3.357
H 5.123 1.721 4.057
H 4.120 4.670 5.921
H 2.413 4.337 6.175
H 2.979 4.864 4.583
H 4.394 2.295 6.951
H 3.834 0.886 6.035
H 2.666 1.921 6.867
H 3.541 1.351 2.685
H 3.563 -0.819 2.833
H 5.842 -2.201 -0.529
H 4.604 0.495 -2.788
H 2.883 0.131 -3.006
H 4.047 -0.309 -4.262
H 6.282 -1.387 -2.533
H 5.608 -2.176 -3.959
H 5.728 -3.075 -2.449
H 2.088 -2.317 -2.976
H 3.249 -3.612 -2.642
H 3.302 -2.745 -4.183
H 6.784 -3.585 0.884
H 7.769 -3.125 2.269
H 7.591 -2.002 0.920
H 4.838 -4.055 2.477
H 4.364 -2.844 3.677
H 5.936 -3.639 3.800
H 6.744 -0.178 2.534
H 7.120 -1.355 3.801
H 5.529 -0.599 3.752
H 0.863 3.028 5.570
H -1.829 0.380 5.243
H -2.583 0.675 3.660
H -3.296 1.356 5.119
H -1.023 2.487 6.574
H -2.512 3.315 6.119
H -0.963 4.064 5.750
H -2.276 2.836 2.455
H -1.610 4.240 3.304
H -3.188 3.591 3.768
C -0.350 -2.103 2.440
N -0.977 -1.849 1.134
C -2.430 -1.613 1.317
C -0.775 -3.011 0.235
C -1.093 -2.597 -1.168
C -1.512 -3.492 -2.142
C -1.719 -3.052 -3.441
C -1.497 -1.723 -3.769
C -1.082 -0.818 -2.799
C -0.905 -1.259 -1.503
H -0.739 -3.034 2.860
H -0.581 -1.289 3.123
H 0.730 -2.187 2.327
H -2.875 -2.447 1.866
H -2.915 -1.514 0.349
H -2.583 -0.692 1.872
H -1.391 -3.851 0.567
H 0.274 -3.313 0.298
H -1.664 -4.533 -1.881
H -2.051 -3.751 -4.197
H -1.644 -1.379 -4.784
H -0.893 0.210 -3.080
O -2.109 1.257 -0.711
C -1.196 1.903 -1.274
O 0.030 1.574 -1.060
C -1.490 2.981 -2.243
C -0.468 3.743 -2.800
C -0.768 4.692 -3.762
C -2.082 4.875 -4.174
C -3.102 4.114 -3.618
C -2.809 3.168 -2.652
H 0.553 3.585 -2.478
H 0.023 5.289 -4.195
H -2.311 5.614 -4.931
H -4.126 4.256 -3.937
H -3.584 2.559 -2.206
*
```

As for the relative energy (zero: lowest compared OMol25 entry of this formula, charge and spin): 0.000 eV. Its highest occupied orbital energy (alpha / beta) is -9.86 / -10.75 eV. Its maximum force is 0.94 eV Å⁻¹. For the LUMO energy (alpha / beta), the calculation gives -2.67 / -5.19 eV. The HOMO-LUMO gap (alpha / beta) comes out at 7.19 / 5.57 eV.

Entry 4:
Here is a structure of composition C44H57N3O3Si2Sn from OMol25. Energies are from wB97M-V/def2-TZVPD.

Structure (ORCA input):
```
! RIJCOSX wB97M-V def2-TZVPD def2/J DEFGRID3
* xyz 2 1
Sn -1.482 -0.052 -1.396
O -1.351 -0.110 0.895
C -2.194 -0.903 1.758
C -3.309 -1.520 0.782
O -4.294 -2.088 1.179
O -3.135 -1.202 -0.513
C -2.958 -0.034 2.776
C -2.421 0.098 4.065
C -3.055 0.831 5.058
C -4.277 1.463 4.763
C -4.796 1.365 3.486
C -4.106 0.723 2.473
C -1.379 -2.059 2.321
C 0.004 -2.230 2.203
C 0.637 -3.207 2.945
C -0.079 -4.033 3.804
C -1.448 -3.916 3.854
C -2.119 -2.982 3.070
H -0.764 0.533 1.364
H -1.501 -0.454 4.316
H -2.608 0.767 6.043
H -4.785 2.053 5.505
H -5.754 1.803 3.269
H -4.515 0.675 1.469
H 0.574 -1.702 1.470
H 1.711 -3.290 2.855
H 0.394 -4.765 4.432
H -2.014 -4.609 4.481
H -3.217 -2.902 3.045
C 1.335 3.845 -2.756
Si -0.449 4.426 -2.505
C -0.442 6.296 -2.735
C -1.425 3.685 -3.973
C -1.223 3.894 -0.953
C -2.547 3.400 -0.936
C -3.675 4.311 -0.767
C -4.993 3.869 -0.862
C -5.223 2.498 -1.154
C -4.136 1.633 -1.340
N -2.864 2.046 -1.218
Si -0.497 4.601 0.565
C 1.016 3.630 1.182
C 0.200 6.370 0.435
C -1.707 4.484 2.019
H 1.737 4.402 -3.571
H 1.306 2.789 -3.060
H 1.987 3.964 -1.899
H -0.682 6.542 -3.781
H 0.541 6.756 -2.596
H -1.120 6.805 -2.092
H -0.824 3.913 -4.864
H -2.427 4.106 -4.058
H -1.429 2.609 -3.861
H -3.415 5.367 -0.538
H -5.806 4.592 -0.718
H -6.227 2.171 -1.287
H -4.267 0.566 -1.559
H 1.809 3.427 0.472
H 0.711 2.682 1.654
H 1.427 4.231 1.967
H 1.080 6.369 -0.207
H 0.491 6.746 1.412
H -0.515 7.115 0.050
H -1.830 3.456 2.415
H -2.674 4.894 1.770
H -1.294 5.081 2.835
C 5.777 -1.718 -0.731
C 5.272 -0.275 -0.915
C 5.658 0.549 0.345
C 5.950 0.390 -2.159
C 3.746 -0.223 -1.065
C 3.035 0.996 -0.932
C 1.689 1.021 -0.910
N 0.904 -0.101 -1.049
C 1.526 -1.296 -1.199
C 2.964 -1.341 -1.311
C 0.724 -2.506 -1.288
C 1.214 -3.793 -1.101
C 0.427 -4.912 -1.186
C -0.942 -4.711 -1.520
C -1.440 -3.430 -1.657
N -0.646 -2.328 -1.490
C 1.027 -6.310 -1.008
C 2.089 -6.546 -2.076
C -0.039 -7.415 -1.138
C 1.738 -6.402 0.390
H 6.859 -1.711 -0.567
H 5.611 -2.308 -1.621
H 5.313 -2.223 0.094
H 6.728 0.394 0.564
H 5.093 0.176 1.192
H 5.499 1.615 0.194
H 7.042 0.408 -2.035
H 5.639 1.458 -2.167
H 5.667 -0.117 -3.072
H 3.548 1.954 -0.749
H 1.174 1.981 -0.807
H 3.374 -2.307 -1.545
H 2.261 -3.884 -0.866
H -1.632 -5.516 -1.625
H -2.494 -3.277 -1.906
H 1.630 -6.422 -3.052
H 2.466 -7.564 -2.032
H 2.881 -5.825 -1.971
H -0.541 -7.350 -2.083
H -0.751 -7.326 -0.290
H 0.527 -8.357 -1.095
H 2.620 -5.783 0.345
H 2.028 -7.408 0.640
H 1.080 -6.084 1.201
*
```

As for the relative energy (zero: lowest compared OMol25 entry of this formula, charge and spin): 0.000 eV. Its highest occupied orbital energy (alpha / beta) is -13.10 / -13.10 eV. Its maximum force is 4.18 eV Å⁻¹. For the LUMO energy (alpha / beta), the calculation gives -9.16 / -9.16 eV. The HOMO-LUMO gap (alpha / beta) comes out at 3.94 / 3.94 eV.